(1)
{"formula": "C15H55N23O12", "method": "ωB97M-V with the def2-TZVPD basis set", "e_above_lowest_ev": 0.969, "charge": 0, "species": ["C", "O", "C", "C", "C", "N", "H", "H", "H", "H", "H", "H", "H", "H", "H", "H", "H", "N", "C", "N", "O", "H", "H", "H", "H", "N", "C", "N", "O", "H", "H", "H", "H", "N", "C", "N", "O", "H", "H", "H", "H", "N", "C", "N", "O", "H", "H", "H", "H", "N", "C", "N", "O", "H", "H", "H", "H", "N", "C", "N", "O", "H", "H", "H", "H", "N", "C", "N", "O", "H", "H", "H", "H", "N", "C", "N", "O", "H", "H", "H", "H", "N", "C", "N", "O", "H", "H", "H", "H", "N", "C", "N", "O", "H", "H", "H", "H", "N", "C", "N", "O", "H", "H", "H", "H"], "coordinates": [[-0.42780, 0.20624, 4.50939], [-1.45605, 0.49822, 5.43229], [-1.89498, 1.84348, 5.48155], [-2.08054, 2.25416, 6.92833], [-3.12905, 1.36640, 7.62028], [-2.53733, 3.65425, 6.97742], [0.42501, 0.79160, 4.87350], [-0.63849, 0.51905, 3.48409], [-0.14943, -0.83833, 4.62792], [-1.14260, 2.46319, 4.97759], [-2.76844, 2.03392, 4.84745], [-1.13730, 2.16490, 7.46566], [-3.85454, 0.90690, 6.94894], [-3.62375, 1.78572, 8.49778], [-2.64118, 0.51706, 8.11530], [-2.48179, 4.07067, 7.89482], [-3.49654, 3.72923, 6.66566], [0.65479, 3.29754, 3.11707], [0.04850, 3.86801, 2.03989], [-0.52411, 5.06449, 2.36120], [-0.05485, 3.28406, 0.96608], [1.13533, 2.41312, 2.97048], [0.77158, 3.82493, 3.96118], [-0.58055, 5.41129, 3.29802], [-0.97162, 5.56741, 1.61443], [1.60947, -0.96664, -7.47749], [0.68025, -1.76305, -6.85272], [0.81413, -1.86389, -5.51100], [-0.17471, -2.33464, -7.53342], [1.44492, -0.84308, -8.45802], [2.32862, -0.47076, -6.94048], [1.24815, -1.03109, -5.15108], [0.28368, -2.60515, -5.07694], [-2.03546, 2.31903, -1.22950], [-3.30406, 1.83970, -1.30524], [-3.30570, 0.47415, -1.40175], [-4.29154, 2.53535, -1.51800], [-1.36238, 1.82592, -1.78899], [-2.00144, 3.31553, -1.09888], [-2.47118, -0.02974, -1.15805], [-4.15969, -0.03670, -1.52824], [0.84449, 4.22268, -1.38904], [2.07211, 3.82807, -1.81796], [2.63813, 2.94704, -0.93323], [2.55758, 4.09410, -2.90823], [0.40475, 4.73972, -2.13721], [0.29156, 3.75979, -0.66281], [3.40832, 2.35101, -1.17140], [2.20835, 2.71210, -0.05165], [0.99041, 0.32191, -1.34000], [0.62672, -0.67975, -0.49656], [0.01544, -0.19927, 0.60367], [0.65834, -1.88381, -0.78118], [0.57569, 1.21593, -1.13955], [1.02712, 0.09629, -2.32826], [-0.47781, -0.86510, 1.18497], [0.22656, 0.70647, 0.99648], [3.06935, 0.49399, -3.44083], [3.73590, -0.05229, -4.50704], [4.75046, -0.87877, -4.17271], [3.35616, 0.10505, -5.66306], [2.45816, 1.27254, -3.63503], [3.31646, 0.33923, -2.48113], [5.27006, -0.65299, -3.34243], [5.23561, -1.29398, -4.95025], [-3.50820, -3.73808, 0.16466], [-2.33270, -3.07958, 0.18165], [-1.90223, -2.81245, -1.09090], [-1.81996, -2.72251, 1.25618], [-3.96462, -4.09185, -0.65274], [-3.81172, -4.02693, 1.08288], [-2.08816, -3.53333, -1.76698], [-0.96348, -2.39532, -1.12511], [2.62254, -0.82641, 2.45275], [2.54847, 0.48043, 2.70922], [2.91022, 0.84704, 3.94470], [2.25566, 1.32624, 1.83346], [2.43037, -1.09054, 1.50082], [2.73275, -1.49593, 3.19118], [3.21714, 0.13569, 4.58193], [3.02355, 1.83198, 4.10347], [0.73257, -4.45426, -1.87325], [0.17214, -5.00671, -2.98602], [0.16084, -6.36118, -2.94161], [-0.22297, -4.27448, -3.88609], [0.78415, -3.45337, -1.72778], [1.00489, -5.02576, -1.09277], [-0.31074, -6.86618, -3.67197], [0.77558, -6.88513, -2.34971], [-1.42232, 0.99855, -5.68318], [-0.63485, 1.46194, -4.67668], [-0.97964, 2.73994, -4.30006], [0.25218, 0.83339, -4.11031], [-2.27948, 1.44957, -5.93763], [-1.31235, 0.01015, -5.86644], [-1.71259, 3.19650, -4.80782], [-0.26309, 3.22028, -3.78108], [0.50612, -3.32116, 3.38695], [0.53565, -4.64086, 3.06252], [-0.11433, -4.88080, 1.88003], [1.21533, -5.49684, 3.61402], [-0.25035, -2.77937, 2.99262], [0.76662, -3.09662, 4.33381], [-0.04066, -5.78761, 1.46080], [-0.71957, -4.15086, 1.51236]], "lowdin_charge": [-0.10, -0.18, -0.22, -0.41, -0.07, 0.02, 0.07, 0.09, 0.07, 0.09, 0.13, 0.14, 0.08, 0.07, 0.07, 0.07, 0.07, 0.16, -0.62, 0.17, -0.02, 0.05, 0.10, 0.10, 0.11, 0.14, -0.71, 0.17, -0.02, 0.09, 0.04, 0.06, 0.07, 0.15, -0.67, 0.16, 0.02, 0.06, 0.09, 0.07, 0.10, 0.15, -0.69, 0.16, 0.02, 0.10, 0.03, 0.09, 0.05, 0.19, -0.63, 0.19, -0.03, 0.07, 0.06, 0.08, 0.07, 0.16, -0.64, 0.16, 0.01, 0.08, 0.08, 0.10, 0.11, 0.17, -0.64, 0.18, -0.03, 0.11, 0.11, 0.10, 0.05, 0.20, -0.68, 0.17, -0.03, 0.11, 0.10, 0.11, 0.12, 0.16, -0.68, 0.15, 0.02, 0.05, 0.09, 0.11, 0.09, 0.18, -0.63, 0.16, 0.00, 0.10, 0.10, 0.10, 0.08, 0.15, -0.68, 0.16, 0.01, 0.07, 0.09, 0.10, 0.04]}

=====

(2)
{"formula": "C31H48NOP3SSn", "method": "ωB97M-V with the def2-TZVPD basis set", "e_above_lowest_ev": 0.000, "charge": 0, "species": ["Sn", "O", "N", "C", "C", "C", "C", "C", "S", "H", "H", "H", "H", "C", "P", "C", "C", "C", "C", "C", "C", "C", "P", "C", "C", "H", "H", "H", "H", "H", "H", "H", "H", "H", "H", "H", "H", "H", "H", "H", "H", "C", "C", "C", "C", "C", "C", "C", "H", "H", "H", "H", "H", "H", "H", "C", "C", "C", "P", "C", "C", "C", "C", "C", "C", "H", "H", "H", "H", "H", "H", "H", "H", "H", "H", "H", "H", "H", "H", "H", "H", "H", "H", "H", "H", "H"], "coordinates": [[-0.08864, -0.40632, -0.01959], [-0.37228, 0.27737, 2.05657], [-1.58542, -0.04980, 2.56198], [-1.63556, -1.02441, 3.49618], [-2.81131, -1.48877, 3.98765], [-4.01184, -0.95977, 3.43760], [-3.96397, -0.04406, 2.44545], [-2.70720, 0.40740, 1.86676], [-2.48203, -0.55670, -0.05038], [-0.66396, -1.34452, 3.84348], [-2.82266, -2.21887, 4.78234], [-4.96341, -1.28255, 3.84019], [-4.86871, 0.34990, 2.00559], [4.67374, -0.45535, -1.19249], [3.57434, 0.81062, -0.41027], [4.83807, 1.72598, 0.57974], [3.38175, 2.00860, -1.79125], [4.39522, 2.18158, -2.73462], [4.27752, 3.11815, -3.74516], [3.15646, 3.92865, -3.80400], [2.15127, 3.78993, -2.86431], [2.22352, 2.81528, -1.86857], [0.87051, 2.63422, -0.62509], [1.30318, 4.08805, 0.42890], [-0.57337, 3.33617, -1.52946], [5.68756, -0.08714, -1.35738], [4.23969, -0.77647, -2.13963], [4.71736, -1.31717, -0.52650], [5.65019, 2.08888, -0.05250], [5.23562, 1.05447, 1.34225], [4.36338, 2.57020, 1.07898], [5.29485, 1.58197, -2.67266], [5.06552, 3.22239, -4.48043], [3.06181, 4.67228, -4.58537], [1.29090, 4.44434, -2.92217], [1.47350, 4.97168, -0.18729], [2.20431, 3.87277, 1.00204], [0.48442, 4.27485, 1.12531], [-0.39131, 4.33846, -1.91707], [-1.42042, 3.38105, -0.84353], [-0.83838, 2.66396, -2.34622], [-2.58691, 1.90518, 1.55227], [-3.80697, 2.62792, 1.03226], [-4.19233, 3.81081, 1.65926], [-5.29629, 4.53089, 1.22625], [-6.03742, 4.07711, 0.14666], [-5.66258, 2.90339, -0.49067], [-4.55676, 2.18615, -0.05733], [-1.74509, 2.04988, 0.87570], [-2.30659, 2.36643, 2.50453], [-3.61317, 4.17584, 2.50031], [-5.58308, 5.43636, 1.74617], [-6.90166, 4.63471, -0.19150], [-6.24325, 2.53410, -1.32692], [-4.26976, 1.27511, -0.56322], [3.27192, -4.12712, 1.39592], [2.30723, -4.69853, 0.34548], [2.05387, -6.17850, 0.63272], [0.84476, -3.53845, 0.14760], [0.17014, -3.94063, -1.54505], [1.00367, -3.17573, -2.58245], [0.05137, -5.40077, -1.97950], [-0.49992, -4.03212, 1.34326], [-1.29430, -5.31770, 1.13504], [0.06738, -3.95522, 2.76417], [4.28270, -4.50988, 1.23794], [2.95383, -4.40930, 2.40043], [3.30664, -3.03747, 1.35406], [2.78952, -4.60971, -0.63600], [1.63007, -6.31772, 1.62794], [3.00812, -6.71237, 0.60675], [1.38860, -6.64017, -0.09259], [-0.83121, -3.49204, -1.51804], [1.95886, -3.67817, -2.75484], [1.21338, -2.15353, -2.25865], [0.47514, -3.12705, -3.53664], [1.03827, -5.83630, -2.14422], [-0.48850, -5.44600, -2.92902], [-0.48639, -6.01509, -1.26162], [-1.20104, -3.19473, 1.22281], [-0.65922, -6.20426, 1.14636], [-1.85774, -5.28915, 0.20329], [-2.01616, -5.41514, 1.95058], [0.68193, -4.82914, 2.98866], [-0.74735, -3.92100, 3.49008], [0.67965, -3.05886, 2.89374]], "lowdin_charge": [0.72, -0.39, -0.24, -0.07, -0.08, -0.08, -0.08, -0.53, 0.28, 0.12, 0.09, 0.10, 0.11, -0.30, 0.86, -0.29, -0.40, -0.10, -0.08, -0.08, -0.10, -0.39, 0.81, -0.26, -0.28, 0.03, 0.04, 0.02, 0.04, 0.04, 0.02, 0.09, 0.10, 0.10, 0.09, 0.04, 0.02, 0.04, 0.03, 0.02, 0.05, -0.14, -0.23, -0.05, -0.09, -0.10, -0.08, -0.06, 0.06, 0.13, 0.11, 0.10, 0.10, 0.10, 0.05, -0.14, -0.53, -0.11, 0.98, -0.57, -0.15, -0.12, -0.56, -0.11, -0.13, 0.07, 0.06, 0.05, 0.09, 0.06, 0.08, 0.05, 0.10, 0.07, 0.01, 0.08, 0.07, 0.08, 0.05, 0.06, 0.06, 0.07, 0.08, 0.06, 0.07, 0.06]}

=====

(3)
{"formula": "C27H55N3O30PS7Si", "method": "ωB97M-V with the def2-TZVPD basis set", "e_tot_ha": -6900.4256, "charge": 1, "species": ["C", "C", "C", "C", "C", "N", "C", "N", "P", "O", "N", "C", "C", "C", "C", "O", "Si", "C", "C", "C", "H", "H", "H", "H", "H", "H", "H", "H", "H", "H", "H", "H", "H", "H", "H", "H", "H", "H", "H", "H", "H", "H", "H", "H", "H", "H", "H", "C", "C", "O", "S", "O", "O", "O", "H", "H", "H", "H", "C", "C", "O", "S", "O", "O", "O", "H", "H", "H", "H", "C", "C", "O", "S", "O", "O", "O", "H", "H", "H", "H", "C", "C", "O", "S", "O", "O", "O", "H", "H", "H", "H", "C", "C", "O", "S", "O", "O", "O", "H", "H", "H", "H", "C", "C", "O", "S", "O", "O", "O", "H", "H", "H", "H", "C", "C", "O", "S", "O", "O", "O", "H", "H", "H", "H"], "coordinates": [[4.07476, 6.13394, -2.33713], [2.85329, 6.07718, -3.07462], [1.35094, 6.12695, -3.80333], [0.42632, 4.79177, -3.41848], [-0.98188, 5.22563, -2.62749], [-0.97270, 4.87603, -1.15573], [-1.02905, 6.06634, -0.17469], [-0.09265, 6.44026, 0.75697], [1.40729, 5.41158, 0.80818], [2.28036, 5.64820, 2.10445], [-2.40953, 6.62495, -0.50505], [-3.24109, 5.32492, -0.52579], [-2.18494, 4.07108, -0.64153], [-2.61195, 2.70174, -1.43351], [-1.30647, 1.71025, -1.49475], [-1.39603, 0.50954, -0.64682], [0.25157, 0.07601, -0.08824], [1.59052, 0.34598, -1.49889], [0.38668, -1.82752, 0.35768], [0.74064, 1.01941, 1.54884], [4.91231, 6.21852, -1.49387], [1.48605, 6.24476, -4.97944], [0.84984, 7.12356, -3.43700], [0.12361, 4.31495, -4.46989], [1.05177, 4.01386, -2.80748], [-1.84846, 4.69054, -3.24539], [-1.11814, 6.38388, -2.84188], [-0.25922, 7.25558, 1.38634], [2.11633, 5.53556, -0.43922], [0.94070, 4.01965, 0.87174], [-2.47841, 7.22215, -1.35791], [-3.55291, 5.26339, 0.62356], [-4.23801, 5.31568, -1.13809], [-1.79334, 3.71837, 0.41833], [-3.07068, 2.86365, -2.49924], [-3.47710, 2.19861, -0.78316], [-0.35798, 2.30912, -1.13624], [-1.18951, 1.31725, -2.61522], [1.88253, 1.49957, -1.40422], [2.53659, -0.33011, -1.36482], [1.04268, 0.23527, -2.52732], [1.55255, -2.00298, 0.54461], [0.11597, -2.39575, -0.62922], [-0.24832, -2.12774, 1.29373], [0.72064, 0.25570, 2.45408], [1.84077, 1.47165, 1.50440], [-0.00464, 1.87907, 1.82452], [4.98410, -1.88813, -4.13911], [5.23635, -3.39239, -4.08178], [4.17823, -3.91808, -3.28378], [2.84188, -3.01104, -3.51158], [2.00961, -3.67211, -4.49212], [2.35186, -2.58710, -2.22063], [3.56810, -1.74240, -4.23342], [5.31644, -1.39741, -3.21862], [5.47360, -1.41987, -4.99724], [6.20723, -3.63552, -3.64355], [5.16388, -3.84234, -5.07759], [-2.31472, -4.82170, 4.51330], [-1.91701, -3.57087, 5.29239], [-0.50384, -3.66639, 5.45546], [0.12828, -4.43213, 4.16144], [0.61770, -3.43129, 3.23953], [0.93785, -5.53201, 4.63182], [-1.26702, -5.03115, 3.56797], [-2.36120, -5.69667, 5.16965], [-3.27268, -4.70136, 4.00036], [-2.41397, -3.50945, 6.26349], [-2.12997, -2.66381, 4.71687], [-0.19807, -7.38328, -1.81074], [-1.01532, -7.04885, -3.05572], [-0.94133, -5.63052, -3.18082], [0.50180, -5.12326, -2.61470], [1.39407, -4.95483, -3.74014], [0.26971, -4.08976, -1.63265], [0.91752, -6.49448, -1.83699], [-0.77021, -7.18491, -0.89868], [0.14219, -8.42226, -1.80709], [-2.05476, -7.37484, -2.97162], [-0.56698, -7.49072, -3.95186], [-5.31249, -9.09391, -5.75180], [-5.85249, -7.82858, -5.09071], [-5.89381, -8.12442, -3.69660], [-4.67648, -9.14836, -3.33595], [-3.57183, -8.37164, -2.81868], [-5.22903, -10.28919, -2.64340], [-4.31492, -9.59273, -4.86229], [-6.09495, -9.85372, -5.84663], [-4.88012, -8.89330, -6.73572], [-6.84573, -7.55853, -5.45722], [-5.16924, -6.98528, -5.23684], [-5.70922, 0.34642, 4.82989], [-5.07348, 0.39216, 6.21678], [-5.49858, -0.80614, 6.86188], [-5.66746, -1.97966, 5.74172], [-4.46267, -2.77942, 5.74094], [-6.98923, -2.54770, 5.87076], [-5.64132, -1.01963, 4.42432], [-6.76375, 0.63782, 4.86991], [-5.18350, 0.98343, 4.11357], [-5.38473, 1.26940, 6.78893], [-3.98058, 0.37039, 6.15022], [0.08928, 3.61693, 6.20222], [0.34153, 2.11267, 6.25954], [-0.71660, 1.58698, 7.05754], [-2.05294, 2.49401, 6.82974], [-2.88522, 1.83295, 5.84921], [-2.54296, 2.91795, 8.12070], [-1.32673, 3.76266, 6.10791], [0.42162, 4.10765, 7.12270], [0.57877, 4.08519, 5.34408], [1.31241, 1.86954, 6.69777], [0.26906, 1.66271, 5.26374], [7.86882, 4.70495, -1.53344], [8.26653, 5.95578, -0.75435], [9.67971, 5.86026, -0.59128], [10.31183, 5.09452, -1.88530], [10.80124, 6.09535, -2.80721], [11.12139, 3.99463, -1.41491], [8.91652, 4.49550, -2.47877], [7.82234, 3.82997, -0.87709], [6.91086, 4.82529, -2.04638], [7.76958, 6.01720, 0.21675], [8.05358, 6.86283, -1.32987]], "lowdin_charge": [0.04, -0.09, -0.19, -0.16, -0.16, -0.12, -0.15, 0.04, 0.82, -0.46, 0.02, -0.11, -0.25, -0.09, -0.27, -0.28, 0.52, -0.20, -0.19, -0.22, 0.06, 0.13, 0.10, 0.13, 0.11, 0.14, 0.12, 0.17, 0.01, 0.03, 0.13, 0.14, 0.15, 0.16, 0.12, 0.15, 0.09, 0.15, 0.03, 0.05, 0.05, 0.08, 0.02, 0.04, 0.05, 0.05, 0.01, -0.18, -0.17, -0.17, 0.73, -0.27, -0.25, -0.20, 0.13, 0.13, 0.14, 0.13, -0.17, -0.21, -0.19, 0.68, -0.26, -0.23, -0.19, 0.14, 0.13, 0.12, 0.13, -0.17, -0.18, -0.19, 0.75, -0.32, -0.25, -0.19, 0.13, 0.14, 0.08, 0.14, -0.17, -0.17, -0.19, 0.71, -0.25, -0.22, -0.19, 0.14, 0.14, 0.14, 0.13, -0.17, -0.19, -0.18, 0.70, -0.25, -0.22, -0.19, 0.13, 0.13, 0.14, 0.09, -0.17, -0.17, -0.18, 0.70, -0.26, -0.21, -0.20, 0.14, 0.13, 0.14, 0.13, -0.18, -0.19, -0.19, 0.68, -0.23, -0.23, -0.19, 0.13, 0.11, 0.13, 0.13]}